[1]
The following is a DFT calculation (wB97M-V/def2-TZVPD) of a cluster of 2 separate species, C9H12NO in total at a distorted geometry.

Last column: Mulliken charge in e.
Geometry (Å):
1 C 0.884 3.006 1.308  -0.40
2 C -0.544 3.081 1.097  -0.50
3 C 1.722 1.960 0.929  -1.30
4 C -1.275 2.042 0.564  -1.17
5 C 0.932 0.987 0.299  1.34
6 C -0.416 0.992 0.157  1.20
7 C 0.272 -0.080 -0.400  -0.45
8 C -0.195 -2.265 0.755  -0.72
9 C 0.071 -1.551 -0.661  -0.03
10 N -0.956 -1.656 -1.690  -0.64
11 O -1.062 -1.507 1.583  -0.47
12 H 1.281 3.887 1.625  0.44
13 H -1.007 3.909 1.418  0.55
14 H 2.714 1.931 1.097  0.55
15 H -2.270 2.023 0.453  0.55
16 H 0.483 0.863 -2.220  -0.22
17 H -0.575 -3.223 0.485  0.42
18 H 0.839 -2.346 1.267  0.37
19 H 1.030 -1.897 -1.083  0.41
20 H 0.574 1.392 -2.705  0.18
21 H -1.789 -1.403 -1.195  0.28
22 H -1.117 -2.675 -2.030  0.30
23 H -1.889 -1.948 1.405  0.32

Results
LUMO: -5.4 eV
Charge: +1
Relative energy (zero: lowest compared OMol25 entry of this formula, charge and spin): 422.30 kJ/mol
Gap between HOMO and LUMO: 0.297 Eh
HOMO energy: -0.4972 Ha
Electronic energy: -13053.1459 eV
Largest force on an atom: 0.0871 hartree/bohr



[2]
The following is a DFT calculation (wB97M-V/def2-TZVPD) of a structure of composition C9H12NO4S2V at a distorted geometry.

Last column: Mulliken charge in e.
Geometry (Å):
1 V 0.017 0.310 0.227  1.22
2 O 0.868 0.897 -1.313  -0.89
3 N 1.510 0.078 -2.198  0.47
4 C 1.982 0.669 -3.320  -0.19
5 C 2.645 -0.090 -4.233  -0.75
6 C 2.815 -1.459 -3.962  -0.06
7 C 2.330 -2.010 -2.809  -0.78
8 C 1.645 -1.220 -1.865  0.72
9 S 1.020 -1.782 -0.371  -0.29
10 H 1.783 1.727 -3.391  0.45
11 H 3.024 0.370 -5.133  0.41
12 H 3.340 -2.085 -4.671  0.40
13 H 2.461 -3.059 -2.585  0.40
14 O 0.491 0.502 2.091  -0.25
15 O -0.678 1.049 1.868  -0.24
16 O -1.788 -0.145 -0.436  -0.52
17 S -2.847 0.972 -0.741  0.47
18 C -4.053 0.836 0.608  -0.58
19 C -5.362 0.337 -0.009  -0.64
20 C -4.968 -0.584 -1.158  -0.56
21 C -3.926 0.201 -1.950  -0.68
22 H -4.117 1.792 1.124  0.47
23 H -3.597 0.098 1.271  0.30
24 H -5.937 1.185 -0.388  0.31
25 H -5.971 -0.158 0.746  0.33
26 H -5.813 -0.850 -1.790  0.36
27 H -4.526 -1.509 -0.783  0.29
28 H -4.366 1.018 -2.526  0.44
29 H -3.270 -0.381 -2.596  0.39

Results
LUMO (alpha / beta): -3.3 / -4.8 eV
Charge: +1
2S+1: 4
Expectation value of S²: 3.766
Relative energy (zero: lowest compared OMol25 entry of this formula, charge and spin): 6.78 kJ/mol
Gap between HOMO and LUMO (alpha / beta): 0.307 / 0.262 Eh
HOMO energy (alpha / beta): -0.4279 / -0.4374 Ha
Electronic energy: -66557.1700 eV
Largest force on an atom: 0.0306 hartree/bohr



[3]
The following is a DFT calculation (wB97M-V/def2-TZVPD) of the ion C9H12NO5 with charge +1 at a distorted geometry.

Last column: Mulliken charge in e.
Geometry (Å):
1 C 0.045 2.378 -2.037  -1.07
2 C 0.637 1.260 -2.853  -0.28
3 O 0.186 -0.082 -2.508  -0.46
4 C 0.491 -0.456 -1.253  0.25
5 C 1.816 -0.791 -1.005  -0.25
6 N 2.200 -1.168 0.216  0.06
7 C 1.344 -1.249 1.244  -0.63
8 C 0.006 -0.940 1.064  0.23
9 C -0.866 -1.050 2.301  -0.69
10 O -0.059 -1.368 3.411  -0.23
11 O -0.348 -0.496 4.492  -0.38
12 C -0.452 -0.534 -0.208  0.29
13 C -1.893 -0.194 -0.501  0.41
14 O -2.232 0.234 -1.543  -0.41
15 O -2.798 -0.445 0.488  -0.49
16 H 0.474 3.302 -2.416  0.42
17 H -1.030 2.455 -2.142  0.26
18 H 0.294 2.338 -0.976  0.31
19 H 1.727 1.297 -2.833  0.31
20 H 0.331 1.393 -3.882  0.35
21 H 2.575 -0.753 -1.767  0.53
22 H 3.176 -1.391 0.366  0.30
23 H 1.750 -1.546 2.193  0.62
24 H -1.641 -1.791 2.123  0.39
25 H -1.357 -0.098 2.463  0.47
26 H -1.249 -0.722 4.774  0.35
27 H -3.123 0.416 0.789  0.35

Results
LUMO: -5.2 eV
SMILES string: CCOc1c[nH+]cc(COO)c1C(=O)O
Charge: +1
Gap between HOMO and LUMO: 0.325 Eh
HOMO energy: -0.5150 Ha
Electronic energy: -21244.9941 eV
Largest force on an atom: 0.0251 hartree/bohr



[4]
The following is a DFT calculation (wB97M-V/def2-TZVPD) of the ion C9H12NOS with charge +1 at a distorted geometry.

Last column: Mulliken charge in e.
Geometry (Å):
1 C 3.822 -0.735 -0.370  -0.42
2 C 3.561 0.355 0.471  -0.40
3 C 2.802 -1.208 -1.163  -0.39
4 C 2.311 0.879 0.560  -0.53
5 C 1.516 -0.745 -1.000  -0.28
6 C 1.295 0.305 -0.142  0.73
7 C -3.313 0.087 0.668  -0.19
8 C -2.599 -0.571 -0.640  -0.68
9 C -2.297 0.143 1.740  -1.26
10 N -1.477 0.245 -1.182  -0.32
11 O -0.492 2.220 0.352  -0.40
12 S -0.443 0.795 0.185  0.90
13 H 4.876 -1.201 -0.401  0.32
14 H 4.327 0.979 1.002  0.32
15 H 3.056 -1.921 -2.024  0.32
16 H 2.111 1.719 1.285  0.31
17 H 0.719 -1.348 -1.605  0.25
18 H -3.553 1.115 0.454  0.25
19 H -4.305 -0.445 0.781  0.36
20 H -2.388 -1.585 -0.426  0.32
21 H -3.504 -0.644 -1.428  0.37
22 H -2.124 1.110 2.143  0.54
23 H -1.998 -0.693 2.241  0.47
24 H -1.906 1.142 -1.502  0.44

Results
LUMO (alpha / beta): -3.4 / -8.0 eV
Charge: +1
2S+1: 3
Expectation value of S²: 2.013
Relative energy (zero: lowest compared OMol25 entry of this formula, charge and spin): 180.70 kJ/mol
Gap between HOMO and LUMO (alpha / beta): 0.301 / 0.210 Eh
HOMO energy (alpha / beta): -0.4251 / -0.5039 Ha
Electronic energy: -23887.3371 eV
Largest force on an atom: 0.0874 hartree/bohr



[5]
The following is a DFT calculation (wB97M-V/def2-TZVPD) of an isolated molecule of C9H12NP at a distorted geometry.

Last column: Mulliken charge in e.
Geometry (Å):
1 C -0.352 -0.459 -0.882  -0.60
2 C 0.903 0.012 -1.270  -0.61
3 C -0.656 -0.881 0.486  0.03
4 C 2.134 0.013 -0.635  -0.30
5 C -2.177 -0.869 0.641  0.23
6 C -3.004 1.847 -0.668  -0.65
7 C -3.232 1.126 0.468  0.11
8 C -1.435 -2.157 0.547  -0.66
9 C 4.315 0.201 0.823  -0.93
10 N -3.202 -0.245 0.680  -0.47
11 P 2.586 -0.487 0.872  -0.07
12 H -1.180 -0.243 -1.484  0.65
13 H 0.922 0.377 -2.212  0.39
14 H -0.023 -0.596 1.332  0.44
15 H 2.764 0.755 -1.105  0.29
16 H -3.125 2.893 -0.685  0.27
17 H -2.640 1.383 -1.615  0.22
18 H -3.708 1.636 1.367  0.26
19 H -1.628 -2.800 -0.362  0.22
20 H -1.327 -2.605 1.490  0.31
21 H 5.139 -0.396 1.158  0.36
22 H 4.550 1.182 1.299  0.30
23 H 4.373 0.314 -0.243  0.24

Results
LUMO (alpha / beta): 1.0 / -2.1 eV
2S+1: 3
Expectation value of S²: 2.011
Relative energy (zero: lowest compared OMol25 entry of this formula, charge and spin): 117.74 kJ/mol
Gap between HOMO and LUMO (alpha / beta): 0.260 / 0.236 Eh
HOMO energy (alpha / beta): -0.2238 / -0.3132 Ha
Electronic energy: -20299.0455 eV
Largest force on an atom: 0.1165 hartree/bohr



Which formula does entry 4 have? C9H12NOS



Repeat the first record exactly.
The following is a DFT calculation (wB97M-V/def2-TZVPD) of a cluster of 2 separate species, C9H12NO in total at a distorted geometry.

Last column: Mulliken charge in e.
Geometry (Å):
1 C 0.884 3.006 1.308  -0.40
2 C -0.544 3.081 1.097  -0.50
3 C 1.722 1.960 0.929  -1.30
4 C -1.275 2.042 0.564  -1.17
5 C 0.932 0.987 0.299  1.34
6 C -0.416 0.992 0.157  1.20
7 C 0.272 -0.080 -0.400  -0.45
8 C -0.195 -2.265 0.755  -0.72
9 C 0.071 -1.551 -0.661  -0.03
10 N -0.956 -1.656 -1.690  -0.64
11 O -1.062 -1.507 1.583  -0.47
12 H 1.281 3.887 1.625  0.44
13 H -1.007 3.909 1.418  0.55
14 H 2.714 1.931 1.097  0.55
15 H -2.270 2.023 0.453  0.55
16 H 0.483 0.863 -2.220  -0.22
17 H -0.575 -3.223 0.485  0.42
18 H 0.839 -2.346 1.267  0.37
19 H 1.030 -1.897 -1.083  0.41
20 H 0.574 1.392 -2.705  0.18
21 H -1.789 -1.403 -1.195  0.28
22 H -1.117 -2.675 -2.030  0.30
23 H -1.889 -1.948 1.405  0.32

Results
LUMO: -5.4 eV
Charge: +1
Relative energy (zero: lowest compared OMol25 entry of this formula, charge and spin): 422.30 kJ/mol
Gap between HOMO and LUMO: 0.297 Eh
HOMO energy: -0.4972 Ha
Electronic energy: -13053.1459 eV
Largest force on an atom: 0.0871 hartree/bohr



What is the electronic energy in the third record? -21244.9941 eV



What is the formula in the third record? C9H12NO5